[1]
Molecular formula: C20H23BO7
Method: DFT, wB97M-V/def2-TZVPD

Last column: Mulliken charge in e.
Element x y z (Å)
C1 -1.014 3.996 -1.283  -1.08
C2 -0.122 2.831 -0.997  0.85
O1 0.064 2.260 0.054  -0.51
O2 0.497 2.447 -2.181  -0.45
B1 1.526 1.540 -2.282  0.78
O3 1.459 0.634 -3.323  -0.46
C3 0.365 -0.174 -3.679  0.90
C4 0.656 -0.779 -5.004  -1.21
O4 -0.609 -0.294 -2.950  -0.56
O5 2.603 1.500 -1.405  -0.44
C5 2.762 0.302 -0.680  0.92
C6 3.896 0.445 0.290  -1.20
O6 2.020 -0.651 -0.891  -0.48
H1 -1.139 4.045 -2.374  0.35
H2 -1.989 3.859 -0.815  0.30
H3 -0.612 4.956 -0.939  0.28
H4 1.727 -0.933 -5.071  0.36
H5 0.132 -1.728 -5.117  0.35
H6 0.394 -0.158 -5.862  0.30
H7 3.966 1.499 0.542  0.38
H8 3.715 -0.143 1.190  0.32
H9 4.887 0.184 -0.089  0.30
C7 -1.187 3.177 4.530  -0.77
O7 -2.284 2.656 3.772  -0.43
C8 -2.119 1.487 3.120  1.08
C9 -3.203 1.065 2.323  -0.88
C10 -3.013 0.059 1.399  -0.51
C11 -1.800 -0.642 1.292  0.01
C12 -1.689 -1.586 0.094  -0.50
C13 -0.689 -2.735 0.093  0.40
C14 -0.296 -3.219 -1.164  -0.36
C15 0.781 -4.109 -1.293  -0.57
C16 1.508 -4.522 -0.172  -0.55
C17 1.069 -4.093 1.087  -0.58
C18 -0.044 -3.231 1.230  -0.24
C19 -0.729 -0.230 2.109  -0.07
C20 -0.923 0.732 3.102  -0.79
H10 -1.631 4.062 4.995  0.25
H11 -0.850 2.461 5.305  0.32
H12 -0.318 3.468 3.911  0.29
H13 -4.119 1.640 2.347  0.37
H14 -3.760 -0.126 0.632  0.30
H15 -2.710 -1.885 -0.289  0.39
H16 -1.455 -0.931 -0.775  0.08
H17 -0.725 -2.774 -2.061  0.42
H18 1.115 -4.403 -2.294  0.34
H19 2.344 -5.217 -0.274  0.39
H20 1.669 -4.367 1.966  0.35
H21 -0.323 -2.851 2.215  0.55
H22 0.303 -0.544 1.895  0.49
H23 -0.106 1.020 3.768  0.23

## Properties
* ΔE to the lowest compared entry with this formula, charge and spin: 0.0 kcal/mol
* gap between HOMO and LUMO: 8.043 eV
* SMILES string: CC(=O)OB(OC(C)=O)OC(C)=O.COc1ccc(Cc2ccccc2)cc1
* total charge: 0
* lowest unoccupied orbital energy: 0.406 eV

---

[2]
Molecular formula: C20H23BrF3NOReS
Method: DFT, wB97M-V/def2-TZVPD

Last column: Mulliken charge in e.
Element x y z (Å)
Re1 -2.399 0.556 -0.891  0.86
F1 -5.424 0.934 -4.907  -0.21
C1 -6.182 1.613 -4.038  0.75
F2 -6.943 2.467 -4.703  -0.25
F3 -6.962 0.736 -3.401  -0.20
C2 -5.298 2.333 -3.037  -0.11
C3 -5.479 3.671 -2.699  -0.12
C4 -4.652 4.274 -1.759  -0.75
C5 -3.655 3.532 -1.161  -0.16
N1 -3.474 2.244 -1.494  -0.27
C6 -4.267 1.665 -2.422  0.69
S1 -3.737 -0.048 -2.550  -0.16
H1 -6.267 4.239 -3.178  0.54
H2 -4.786 5.312 -1.491  0.43
H3 -2.987 3.948 -0.419  0.48
C7 1.975 -1.972 4.463  -1.51
C8 2.570 -0.907 3.524  1.77
C9 2.597 0.457 4.237  -1.53
C10 4.002 -1.309 3.167  -1.99
C11 1.685 -0.793 2.298  -0.34
C12 0.330 -0.418 2.473  -0.82
C13 -0.444 -0.371 1.368  -0.15
Br1 -2.346 0.096 1.536  -0.13
C14 -0.005 -0.629 0.048  1.38
O1 -0.884 -0.526 -0.959  -0.93
C15 1.345 -1.002 -0.144  -0.50
C16 2.128 -1.070 1.009  0.29
C17 2.008 -1.316 -1.487  1.80
C18 3.214 -0.372 -1.661  -1.57
C19 2.498 -2.777 -1.429  -1.55
C20 1.116 -1.167 -2.721  -1.95
H4 2.606 -2.058 5.347  0.44
H5 1.935 -2.948 3.978  0.39
H6 0.971 -1.713 4.804  0.34
H7 3.236 0.387 5.117  0.45
H8 1.608 0.767 4.578  0.33
H9 3.000 1.234 3.586  0.38
H10 4.593 -1.365 4.080  0.43
H11 4.480 -0.575 2.515  0.43
H12 4.043 -2.291 2.693  0.42
H13 -0.069 -0.227 3.460  0.48
H14 3.161 -1.357 0.885  0.56
H15 3.956 -0.491 -0.873  0.33
H16 2.898 0.672 -1.683  0.39
H17 3.703 -0.596 -2.609  0.47
H18 3.217 -2.941 -0.627  0.33
H19 2.989 -3.021 -2.371  0.46
H20 1.664 -3.468 -1.293  0.39
H21 0.749 -0.147 -2.845  0.34
H22 0.271 -1.856 -2.707  0.33
H23 1.715 -1.403 -3.600  0.53

## Properties
* 2S+1: 2
* gap between HOMO and LUMO (alpha / beta): 5.988 / 5.556 eV
* total charge: +2
* lowest unoccupied orbital energy (alpha / beta): -9.291 / -9.560 eV

---

[3]
Molecular formula: C20H23BrF6InN2O7S2
Method: DFT, wB97M-V/def2-TZVPD

Last column: Mulliken charge in e.
Element x y z (Å)
In1 -0.496 -0.384 0.287  1.59
C1 2.408 2.033 0.475  -0.78
C2 2.205 1.323 1.801  -0.89
O1 1.687 -0.001 1.682  -0.04
C3 2.640 -1.028 1.425  -1.07
C4 2.965 -1.144 -0.054  -0.51
O2 1.768 -1.155 -0.845  0.40
C5 2.082 -0.993 -2.228  -1.07
C6 0.829 -0.620 -3.001  -0.76
O3 0.022 0.308 -2.293  -0.03
C7 0.332 1.685 -2.508  -0.57
C8 1.507 2.180 -1.694  -0.90
O4 1.292 1.783 -0.358  0.39
H1 3.323 1.693 -0.023  0.35
H2 2.512 3.107 0.666  0.45
H3 1.473 1.865 2.394  0.27
H4 3.155 1.309 2.342  0.52
H5 2.183 -1.944 1.772  0.14
H6 3.563 -0.856 1.983  0.59
H7 3.537 -2.062 -0.218  0.54
H8 3.578 -0.304 -0.387  0.25
H9 2.498 -1.921 -2.636  0.52
H10 2.842 -0.217 -2.335  0.40
H11 0.203 -1.491 -3.163  0.31
H12 1.113 -0.219 -3.978  0.49
H13 -0.557 2.236 -2.207  0.10
H14 0.517 1.868 -3.570  0.53
H15 1.551 3.272 -1.777  0.55
H16 2.461 1.783 -2.059  0.26
F1 -3.450 5.390 1.143  -0.30
C9 -2.729 4.292 1.403  0.51
F2 -1.472 4.696 1.653  -0.21
F3 -3.206 3.755 2.531  -0.21
C10 -2.772 3.320 0.251  -0.24
C11 -3.534 3.600 -0.862  -0.44
C12 -3.549 2.713 -1.936  -1.20
C13 -2.786 1.574 -1.837  -0.37
N1 -2.044 1.293 -0.763  0.00
C14 -2.022 2.126 0.284  1.09
S1 -1.059 1.625 1.623  -0.29
H17 -4.114 4.512 -0.894  0.55
H18 -4.139 2.910 -2.818  0.47
H19 -2.755 0.841 -2.634  0.53
F4 -1.529 -2.828 4.677  -0.18
C15 -0.551 -2.773 3.794  0.52
F5 0.244 -1.740 4.080  -0.20
F6 0.162 -3.894 3.845  -0.21
S2 -1.198 -2.571 2.081  1.11
O5 -1.882 -3.778 1.750  -0.59
O6 0.063 -2.326 1.318  -0.72
O7 -1.968 -1.335 2.051  -0.62
Br1 -4.154 -1.065 -0.353  0.01
C16 -2.965 -2.402 -0.907  0.30
C17 -3.514 -3.623 -1.268  -0.76
C18 -2.669 -4.654 -1.619  -0.41
C19 -1.300 -4.436 -1.593  -1.18
C20 -0.841 -3.194 -1.228  -0.05
N2 -1.651 -2.161 -0.911  0.15
H20 -4.585 -3.752 -1.242  0.49
H21 -3.074 -5.621 -1.888  0.44
H22 -0.598 -5.224 -1.822  0.48
H23 0.215 -3.002 -1.141  0.53

## Properties
* ΔE to the lowest compared entry with this formula, charge and spin: 0.0 kcal/mol
* gap between HOMO and LUMO: 7.870 eV
* total charge: +1
* lowest unoccupied orbital energy: -3.317 eV

---

[4]
Molecular formula: C20H23BrN2O3
Method: DFT, wB97M-V/def2-TZVPD

Last column: Mulliken charge in e.
Element x y z (Å)
C1 -7.212 -0.543 -0.217  -1.04
C2 -6.409 -1.758 -0.675  -0.42
O1 -5.361 -2.086 0.214  -0.47
C3 -4.222 -1.336 0.226  0.69
C4 -3.293 -1.678 1.212  -0.69
C5 -2.097 -1.006 1.313  -0.53
C6 -1.792 0.031 0.432  0.23
N1 -0.555 0.669 0.587  0.09
C7 -0.010 1.650 -0.164  0.48
O2 -0.548 2.234 -1.079  -0.69
C8 1.437 1.960 0.297  -0.51
N2 2.273 0.790 0.110  0.15
C9 2.371 -0.195 1.017  0.52
O3 1.775 -0.186 2.084  -0.71
C10 3.298 -1.309 0.642  0.43
C11 4.334 -1.631 1.511  -0.40
C12 5.199 -2.672 1.227  -0.66
C13 5.024 -3.421 0.075  -0.48
C14 3.982 -3.133 -0.789  -0.53
C15 3.127 -2.081 -0.503  0.06
Br1 1.671 -1.745 -1.704  -0.14
C16 2.025 3.187 -0.413  0.48
C17 3.280 3.667 0.312  -1.54
C18 2.320 2.927 -1.891  -1.60
C19 -2.711 0.372 -0.551  -0.87
C20 -3.914 -0.305 -0.653  -0.20
H1 -8.034 -0.367 -0.904  0.35
H2 -6.585 0.344 -0.179  0.34
H3 -7.613 -0.722 0.778  0.30
H4 -6.023 -1.610 -1.692  0.33
H5 -7.049 -2.645 -0.677  0.31
H6 -3.536 -2.483 1.887  0.41
H7 -1.385 -1.282 2.078  0.42
H8 0.009 0.306 1.351  0.09
H9 1.398 2.150 1.378  0.32
H10 2.718 0.701 -0.789  0.31
H11 4.447 -1.049 2.413  0.43
H12 6.003 -2.904 1.908  0.40
H13 5.690 -4.238 -0.151  0.38
H14 3.826 -3.722 -1.680  0.41
H15 1.258 3.966 -0.357  0.39
H16 4.041 2.888 0.319  0.27
H17 3.691 4.541 -0.187  0.46
H18 3.055 3.935 1.342  0.39
H19 1.456 2.481 -2.374  0.36
H20 2.537 3.869 -2.388  0.44
H21 3.187 2.281 -2.022  0.37
H22 -2.484 1.169 -1.240  0.52
H23 -4.598 -0.011 -1.433  0.35

## Properties
* ΔE to the lowest compared entry with this formula, charge and spin: 29.5 kcal/mol
* gap between HOMO and LUMO: 8.356 eV
* SMILES string: CCOc1ccc(NC(=O)[C@@H](NC(=O)c2ccccc2Br)C(C)C)cc1
* total charge: 0
* lowest unoccupied orbital energy: 0.655 eV

---

Question: Which formula does entry 2 have?
Answer: C20H23BrF3NOReS

---

Question: The highest total charge belongs to which entry?
Answer: C20H23BrF3NOReS